Formula: CH4NOP
Source: OMol25
Level of theory: ωB97M-V/def2-TZVPD

Cartesian coordinates (Å):
C -1.065 -0.035 0.050
N 2.092 0.153 -0.380
O -0.753 -0.648 1.160
P 2.086 -0.744 0.881
H -0.203 0.480 -0.582
H -1.650 0.837 0.320
H -1.661 -0.580 -0.621
H 1.153 0.538 -0.828

For the calculated total energy, the calculation gives -13923.977 eV. The HOMO energy (spin up / spin down) comes out at -8.5 / -8.9 eV. Its net charge is 0. The calculation puts the energy relative to the best compared isomer or geometry (same formula, charge and spin) at 439.6 kJ/mol. For the gap between HOMO and LUMO (spin up / spin down), the calculation gives 6.891 / 7.412 eV.

Here are the natural (NBO) charges for atoms 1 to 5, given in e: -0.17, -1.07, -0.67, 1.14, 0.07